--- i ---
This record from the Open Molecules 2025 dataset describes an isolated molecule of C6H8O2. The level of theory is wB97M-V/def2-TZVPD.

Bonds (Å) are listed after each position.
Geometry (Å):
1 C 1.138 1.821 0.329  C2 1.331, H9 1.077, H10 1.077
2 C 1.007 0.733 -0.426  C1 1.331, O3 1.358, C4 1.486
3 O 2.084 0.145 -1.009  C2 1.358, H11 0.971
4 C -0.260 -0.035 -0.541  C2 1.486, C5 1.376, C6 1.440
5 C -0.470 -0.904 -1.587  C4 1.376, H12 1.079, H13 1.082
6 C -1.327 0.228 0.390  C4 1.440, C7 1.711, O8 1.180
7 C -0.691 -0.908 1.500  C6 1.711, H14 1.086, H15 1.085, H16 1.089
8 O -2.443 0.610 0.411  C6 1.180
9 H 0.300 2.230 0.867  C1 1.077
10 H 2.091 2.317 0.420  C1 1.077
11 H 1.781 -0.664 -1.452  O3 0.971
12 H -1.402 -1.442 -1.658  C5 1.079
13 H 0.034 -0.735 -2.530  C5 1.082
14 H -0.930 -1.906 1.143  C7 1.086
15 H 0.360 -0.811 1.751  C7 1.085
16 H -1.272 -0.681 2.392  C7 1.089

Computed properties:
Molar mass in Da: 112.128
SMILES: C=C(O)C(=C)C(C)=O
Orbital gap in eV: 8.7
E_HOMO in eV: -8.831

--- ii ---
This record from the Open Molecules 2025 dataset describes an isolated molecule of C6H8O2. The level of theory is wB97M-V/def2-TZVPD.

Bonds (Å) are listed after each position.
Geometry (Å):
1 C 0.235 -0.875 1.868  C2 1.319, H9 1.115, H10 1.072
2 C -0.104 -0.119 0.842  C1 1.319, C3 1.511, C6 1.487
3 C -0.812 1.214 0.912  C2 1.511, O4 1.431, H11 1.111, H12 1.074
4 O -0.823 1.694 -0.436  C3 1.431, C5 1.435
5 C -0.831 0.595 -1.358  O4 1.435, C6 1.494, H13 1.054, H14 1.106
6 C 0.055 -0.353 -0.618  C2 1.487, C5 1.494, C7 1.477, O8 1.415
7 C 1.382 -0.784 -1.101  C6 1.477, O8 1.387, H15 1.132, H16 1.100
8 O 0.330 -1.684 -1.012  C6 1.415, C7 1.387
9 H 0.186 -0.569 2.939  C1 1.115
10 H 0.737 -1.788 1.617  C1 1.072
11 H -0.225 1.991 1.448  C3 1.111
12 H -1.790 1.085 1.337  C3 1.074
13 H -0.488 0.865 -2.317  C5 1.054
14 H -1.831 0.163 -1.554  C5 1.106
15 H 2.292 -0.904 -0.439  C7 1.132
16 H 1.687 -0.530 -2.127  C7 1.100

Computed properties:
Molar mass in Da: 112.128
SMILES: C=C1COC[C@@]12CO2
Orbital gap in eV: 10.4
E_HOMO in eV: -9.456

--- iii ---
This record from the Open Molecules 2025 dataset describes a 2-piece molecular cluster, C6H8O2 overall. The level of theory is wB97M-V/def2-TZVPD.

Bonds (Å) are listed after each position.
Geometry (Å):
1 C 1.585 -0.427 1.598  C2 1.331, H6 1.099, H7 1.127
2 C 0.702 0.129 0.773  C1 1.331, C3 1.270
3 C 0.027 0.796 -0.071  C2 1.270, C4 1.560, C5 1.576
4 C -0.063 0.232 -1.523  C3 1.560, H8 1.117, H9 1.095, H10 1.173
5 C -1.097 1.897 0.020  C3 1.576, H11 1.136, H12 1.123, H13 1.054
6 H 2.651 -0.203 1.746  C1 1.099
7 H 1.337 -1.235 2.345  C1 1.127
8 H 0.846 -0.266 -1.938  C4 1.117
9 H -0.283 1.170 -2.044  C4 1.095
10 H -0.944 -0.530 -1.664  C4 1.173
11 H -1.028 2.419 1.026  C5 1.136
12 H -2.060 1.353 0.210  C5 1.123
13 H -1.086 2.579 -0.784  C5 1.054
14 O -0.932 -2.494 0.961  C15 1.148
15 C -0.210 -2.640 0.081  O14 1.148, O16 1.128
16 O 0.554 -2.780 -0.736  C15 1.128

Computed properties:
Molar mass in Da: 112.128
SMILES: C=C=C(C)C.O=C=O
Orbital gap in eV: 10.1
E_HOMO in eV: -9.345

Most favorable first, least favorable last: iii, ii, i